(1)
{"formula": "C29H30O3P3RuS2Te", "method": "ωB97M-V/def2-TZVPD", "total_energy_ha": -3532.0587, "total_charge": 1, "orbital_gap_ev": [8.2, 6.5], "multiplicity": 5, "max_force_ev_per_a": 0.2, "elements": ["Ru", "S", "P", "C", "P", "S", "C", "C", "C", "C", "C", "C", "C", "C", "C", "C", "C", "C", "C", "C", "C", "C", "C", "C", "C", "C", "C", "C", "C", "C", "H", "H", "H", "H", "H", "H", "H", "H", "H", "H", "H", "H", "H", "H", "H", "H", "H", "H", "H", "H", "C", "C", "O", "P", "O", "Te", "O", "C", "C", "H", "H", "H", "H", "H", "H", "H", "H", "H", "H"], "coordinates": [[0.0693, -0.5424, -2.2539], [2.3980, -0.4804, -1.6669], [1.6136, -0.9855, 0.1578], [0.0049, -1.2094, -0.3917], [-1.6749, -1.3409, -0.0927], [-2.2441, -1.1298, -2.0410], [-2.2547, -0.0050, 0.9613], [-2.0830, -0.1259, 2.3421], [-2.3844, 0.9426, 3.1677], [-2.8565, 2.1297, 2.6198], [-3.0262, 2.2500, 1.2482], [-2.7218, 1.1840, 0.4135], [-2.1758, -2.8869, 0.6610], [-1.3427, -3.9957, 0.5273], [-1.7304, -5.2150, 1.0581], [-2.9512, -5.3280, 1.7109], [-3.7863, -4.2252, 1.8371], [-3.4012, -3.0014, 1.3152], [2.3443, -2.4742, 0.8469], [3.4563, -3.0729, 0.2689], [3.9798, -4.2312, 0.8283], [3.3881, -4.7883, 1.9513], [2.2702, -4.1926, 2.5265], [1.7491, -3.0350, 1.9784], [1.7614, 0.3155, 1.3828], [0.9571, 1.4468, 1.2238], [1.0468, 2.4820, 2.1384], [1.9347, 2.3925, 3.2045], [2.7370, 1.2705, 3.3576], [2.6531, 0.2278, 2.4477], [-1.7208, -1.0535, 2.7708], [-2.2549, 0.8498, 4.2377], [-3.0965, 2.9629, 3.2674], [-3.3970, 3.1738, 0.8247], [-2.8340, 1.2785, -0.6588], [-0.3936, -3.8993, 0.0124], [-1.0840, -6.0769, 0.9607], [-3.2544, -6.2814, 2.1228], [-4.7367, -4.3190, 2.3447], [-4.0486, -2.1391, 1.4195], [3.9046, -2.6423, -0.6176], [4.8469, -4.6995, 0.3828], [3.7963, -5.6928, 2.3824], [1.8095, -4.6312, 3.4016], [0.8781, -2.5687, 2.4271], [0.2706, 1.5166, 0.3891], [0.4206, 3.3568, 2.0219], [2.0017, 3.2023, 3.9193], [3.4288, 1.2058, 4.1866], [3.2766, -0.6490, 2.5717], [-1.8520, 5.2338, -4.4630], [-1.9056, 3.7525, -4.7368], [-1.7047, 3.0071, -3.4961], [-0.3471, 2.3157, -3.1505], [-0.3604, 1.7208, -1.7783], [0.0263, 0.4689, -4.7148], [0.7388, 3.4367, -3.3573], [2.0640, 3.3330, -2.7429], [3.0700, 2.7760, -3.7177], [-2.0610, 5.7771, -5.3851], [-0.8677, 5.5282, -4.1027], [-2.6009, 5.5139, -3.7235], [-1.1500, 3.4453, -5.4627], [-2.8810, 3.4373, -5.0994], [1.9774, 2.7222, -1.8434], [2.3054, 4.3534, -2.4546], [2.8570, 1.7342, -3.9611], [4.0624, 2.8166, -3.2672], [3.0853, 3.3580, -4.6386]]}



(2)
{"formula": "C6H3Cl3O", "method": "ωB97M-V/def2-TZVPD", "total_energy_ha": -1686.2595, "orbital_gap_ev": 9.8, "smiles": "Oc1cc(Cl)cc(Cl)c1Cl", "multiplicity": 1, "max_force_ev_per_a": 2.7, "elements": ["O", "C", "C", "C", "Cl", "C", "C", "Cl", "C", "Cl", "H", "H", "H"], "coordinates": [[0.0266, -1.6030, -1.9453], [0.0450, -0.7156, -0.9000], [0.5676, 0.5215, -1.1671], [0.5444, 1.4613, -0.1773], [1.2097, 3.0412, -0.4667], [0.1239, 1.1866, 1.0760], [-0.4598, -0.0604, 1.3884], [-0.8781, -0.4751, 3.0372], [-0.4988, -1.0314, 0.3753], [-1.2062, -2.5590, 0.7147], [-0.5175, -2.3762, -1.5739], [0.8729, 0.6941, -2.2028], [0.1704, 1.9160, 1.8414]]}



(3)
{"formula": "C5H5NO6", "method": "ωB97M-V/def2-TZVPD", "total_energy_ha": -699.7150, "total_charge": -2, "orbital_gap_ev": 7.6, "multiplicity": 1, "max_force_ev_per_a": 3.1, "elements": ["C", "C", "C", "C", "C", "N", "O", "O", "O", "O", "O", "O", "H", "H", "H", "H", "H"], "coordinates": [[-2.7002, -0.3474, 1.3237], [-2.1664, 1.6144, -0.3898], [-2.8634, -0.8194, -1.1868], [0.6706, 0.5597, -0.0942], [-2.2973, 0.0852, -0.0182], [-0.1721, -0.5867, 0.0485], [-1.7078, -0.9007, 2.0489], [-1.6382, 1.8626, -1.4806], [-2.1240, -1.6909, -1.6532], [-3.8298, -0.2739, 1.7736], [-2.5810, 2.4080, 0.4621], [-4.0270, -0.5365, -1.4720], [0.6691, 1.1203, 0.8470], [1.7108, 0.2417, -0.2960], [0.3639, 1.2414, -0.8949], [-0.3486, -1.0566, -0.8360], [-0.9190, -0.8856, 1.3875]]}